A cluster of 2 separate species, C2H8NO in total, computed with wB97M-V/def2-TZVPD.

Positions of all 12 atoms, in Å:
O 0.220 -0.051 -2.637
H 1.152 0.177 -2.554
C 0.597 -0.899 0.749
N 0.281 0.289 -0.006
C -0.910 0.933 0.534
H 1.286 -1.550 0.205
H 1.105 -0.772 1.736
H -0.266 -1.510 1.056
H 0.202 0.129 -1.087
H -1.784 0.268 0.592
H -1.102 1.756 -0.169
H -0.781 1.228 1.582

Forces on the atoms, in the same order (eV/Å):
0.0 0.0 0.2
0.1 0.0 -0.3
0.5 -0.4 0.3
-0.2 -0.2 1.1
0.7 -0.3 -0.8
-0.2 0.0 -0.3
-0.1 0.7 -0.4
-0.4 -0.2 -0.4
-0.2 -0.2 0.3
-0.3 -0.2 -0.4
-0.4 0.1 0.7
0.3 0.6 -0.1

Computed properties:
HOMO (eV): -2.8
Lowest unoccupied orbital energy (hartree): 0.163
Energy (eV): -5740.55231
Net charge: -1
Relative energy (zero: lowest compared OMol25 entry of this formula, charge and spin) (kJ/mol): 60.0
Kohn-Sham gap (eV): 7.26

In the Mulliken picture, each atom carries the following charge in e: O -1.12; H 0.18; C -0.88; N -0.40; C -0.92; H 0.30; H 0.24; H 0.27; H 0.46; H 0.29; H 0.31; H 0.26

***

The ion C2HN2O2S with charge -1, computed with wB97M-V/def2-TZVPD.

Positions of all 8 atoms, in Å:
O -0.541 -1.088 -2.238
N -0.169 -0.605 -1.201
N 0.985 -0.004 -0.810
C 0.763 0.419 0.459
S 1.830 1.324 1.437
C -0.572 0.187 0.826
O -1.178 -0.341 -0.260
H -1.118 0.109 1.787

Forces on the atoms, in the same order (eV/Å):
0.2 -0.5 -1.4
1.2 2.6 2.3
-2.2 -2.1 -1.5
-1.6 1.1 2.1
0.8 0.0 0.2
1.2 -0.1 -0.2
-0.3 -1.4 -0.4
0.6 0.4 -1.0

Computed properties:
HOMO (alpha / beta) (eV): -2.8 / -2.8
Lowest unoccupied orbital energy (alpha / beta) (hartree): 0.148 / 0.148
SMILES string: [O-][n+]1nc([S-])co1
Energy (eV): -19997.91229
Net charge: -1
Relative energy (zero: lowest compared OMol25 entry of this formula, charge and spin) (kJ/mol): 56.9
Kohn-Sham gap (alpha / beta) (eV): 6.83 / 6.83

In the Mulliken picture, each atom carries the following charge in e: O -0.72; N 0.98; N -0.55; C 0.08; S -0.53; C -0.27; O -0.29; H 0.31

***

An isolated molecule of C4H7N3S2, computed with wB97M-V/def2-TZVPD.

Positions of all 16 atoms, in Å:
C -1.781 -0.071 0.042
C 0.541 0.314 -0.163
C -1.159 2.244 -0.081
C 1.922 -1.626 0.267
N -0.321 -1.752 -0.713
N -0.826 0.826 -0.122
N 0.667 -1.012 -0.224
S -3.364 -0.161 0.198
S 1.805 1.363 -0.073
H -2.136 2.251 -0.267
H -0.968 2.743 0.975
H -0.581 2.697 -0.904
H 1.658 -2.584 0.748
H 2.458 -1.708 -0.600
H 2.493 -0.907 0.949
H -0.406 -2.617 -0.030

Forces on the atoms, in the same order (eV/Å):
-0.3 -0.7 -0.6
-0.2 1.3 0.0
4.4 0.8 2.0
-1.2 1.2 2.2
-2.5 -1.6 1.9
0.7 -2.4 0.4
1.1 1.3 1.3
0.9 0.0 -0.1
0.1 0.4 0.0
-4.0 0.5 -0.8
-0.1 -1.1 -2.3
-0.2 0.2 0.7
0.3 0.4 -0.3
2.0 -0.9 -1.9
-1.1 -1.1 -0.8
0.1 1.8 -1.6

Computed properties:
HOMO (alpha / beta) (eV): -7.5 / -8.0
Lowest unoccupied orbital energy (alpha / beta) (hartree): -0.033 / -0.018
Energy (eV): -30397.90324
Relative energy (zero: lowest compared OMol25 entry of this formula, charge and spin) (kJ/mol): 394.7
Kohn-Sham gap (alpha / beta) (eV): 6.59 / 7.54

In the Mulliken picture, each atom carries the following charge in e: C 0.25; C 0.28; C -0.98; C -0.88; N -0.78; N 0.08; N 0.43; S -0.26; S -0.37; H 0.41; H 0.24; H 0.39; H 0.31; H 0.39; H 0.25; H 0.25